The following is a DFT calculation (ωB97M-V with the def2-TZVPD basis set) of a structure of composition C17H23Cl5NO2P2Pd in a non-equilibrium geometry.

Values from the calculation:
Charge   +1
Spin multiplicity   3
E_LUMO (alpha / beta)   -3.21 / -7.12 eV
HOMO energy (alpha / beta)   -8.1 / -10.4 eV
Expectation value of S²   2.02
Frontier orbital gap (alpha / beta)   4.86 / 3.25 eV

Element x y z (Å)
Pd 0.03527 0.19704 0.23137
P -1.32478 -1.50439 0.91313
C -0.73461 -2.82222 -0.23002
C -0.91861 -2.29435 -1.62962
N -0.56998 -1.01366 -1.77893
C -0.58117 -0.41823 -2.97289
C -0.96848 -1.11380 -4.12199
C -1.36271 -2.43390 -3.99937
C -1.36809 -3.02942 -2.73594
C -0.10633 1.00865 -3.04103
P 0.84485 1.37418 -1.51487
H -1.69317 -4.06000 -2.58775
H -0.94581 -0.59288 -5.07468
H -1.65874 -2.99560 -4.87612
H 0.55822 1.14417 -3.90640
H -0.95133 1.71482 -3.10978
H 0.37702 -2.87978 0.00151
H -1.25350 -3.77719 -0.03265
H 2.85214 -1.55707 0.30420
O 2.17929 -2.24368 0.02610
H 2.63026 -3.09814 -0.02267
H 2.65289 0.25913 1.21202
O 3.46706 0.04137 0.67418
H 4.23052 0.41387 1.16308
C 2.50814 0.86047 -1.95813
H 2.75246 1.33192 -2.91388
H 3.21370 1.15470 -1.16881
H 2.52809 -0.23009 -2.04452
C 0.76805 3.15833 -1.30053
H 1.42508 3.39146 -0.45176
H 1.12838 3.65806 -2.21108
H -0.26261 3.46066 -1.06088
C -3.09505 -1.20389 0.79220
H -3.63211 -2.10938 1.09786
H -3.34028 -0.37184 1.47322
H -3.37934 -0.92235 -0.22793
C -1.05585 -2.22608 2.53923
H -1.26695 -1.43517 3.26574
H -1.74435 -3.07203 2.67096
H -0.00891 -2.54565 2.62009
Cl -2.30113 2.41451 0.80596
C -1.02339 2.44662 1.97076
C -0.01221 1.51078 1.86614
C 0.79790 1.28710 2.96121
Cl 1.62182 -0.25380 3.11151
C 0.82095 2.19040 4.04524
Cl 1.94670 1.97530 5.31046
C -0.12890 3.22615 4.11639
Cl -0.17867 4.26127 5.47439
C -1.09071 3.31466 3.08498
Cl -2.38102 4.40900 3.24031

The following is a DFT calculation (ωB97M-V with the def2-TZVPD basis set) of a structure of composition C17H23ClGa in a non-equilibrium geometry.

Values from the calculation:
Charge   -1
Spin multiplicity   1
E_LUMO   2.25 eV
HOMO energy   -3.7 eV
Frontier orbital gap   5.95 eV

Element x y z (Å)
C 8.25605 -1.43055 -1.27814
C 7.64822 -2.59990 -0.84157
Ga 5.61463 -3.02009 -0.96996
C 4.43403 -1.39206 -0.53026
C 3.16121 -1.20055 -1.43684
C 1.98345 -2.19001 -1.12816
Cl 2.27359 -3.89817 -1.67398
H 8.05799 -0.95758 -2.26588
H 9.03495 -0.97757 -0.60806
H 8.31370 -3.35587 -0.34510
H 5.27975 -3.71528 -2.39164
H 5.35564 -4.17502 0.14817
H 4.12722 -1.41314 0.55222
H 5.07308 -0.47888 -0.69477
H 2.74804 -0.17569 -1.19698
H 3.41411 -1.15879 -2.52739
H 1.05649 -1.84687 -1.65849
H 1.73906 -2.15017 -0.04034
C -1.52936 1.25137 -0.11889
C -2.36261 1.80945 -1.08143
C -3.03687 0.98903 -1.97784
C -2.88546 -0.39131 -1.90542
C -2.05527 -0.94947 -0.94050
C -1.37381 -0.12816 -0.04992
H -1.00105 1.89155 0.57768
H -2.48586 2.88487 -1.13321
H -3.68112 1.42472 -2.73248
H -3.41453 -1.03155 -2.60133
H -1.93807 -2.02522 -0.88314
H -0.72229 -0.56347 0.69831
C -5.31867 3.50440 3.60052
C -6.28392 3.29211 2.62367
C -6.05419 2.37232 1.60691
C -4.86243 1.65749 1.57216
C -3.89853 1.86745 2.55151
C -4.12450 2.79348 3.56310
H -5.49649 4.22383 4.39123
H -7.21596 3.84450 2.65415
H -6.80434 2.21170 0.84166
H -4.68491 0.93720 0.78197
H -2.97038 1.30937 2.52532
H -3.37055 2.96055 4.32311

The following is a DFT calculation (ωB97M-V with the def2-TZVPD basis set) of the molecule C17H23F2N in a non-equilibrium geometry.

Values from the calculation:
Spin multiplicity   1
E_LUMO   0.76 eV
HOMO energy   -8.6 eV
Frontier orbital gap   9.39 eV

Element x y z (Å)
C 2.36698 3.76030 0.56976
C 1.99832 2.27426 0.92953
C 0.99078 1.66545 0.09244
C 0.39280 0.21745 0.57944
C 1.47630 -0.81595 1.12380
C 2.42302 -1.34975 0.02848
F 3.67449 -1.63855 0.49248
C 1.81167 -2.62882 -0.42909
C 0.52135 -2.69344 0.37094
C -0.69332 -1.97979 -0.45677
C -0.47991 -0.49593 -0.61765
C -1.81545 0.10619 -1.04249
C -2.95978 0.12726 -0.24626
C -4.09675 0.76082 -0.77688
C -4.09126 1.32399 -2.01162
F -5.33430 1.83931 -2.37259
C -2.93577 1.19186 -2.76635
C -1.79278 0.59455 -2.26954
N 0.98282 -2.07164 1.59097
C 0.09625 -1.89838 2.68189
H 3.11830 4.20165 1.22006
H 2.66842 3.69946 -0.48013
H 1.39853 4.28539 0.56623
H 1.68104 2.22719 2.02654
H 2.91903 1.65832 0.84007
H 1.38395 1.51847 -0.93093
H 0.08916 2.31986 0.10292
H -0.28905 0.46678 1.37305
H 2.06460 -0.27828 1.85952
H 2.37174 -0.63167 -0.86034
H 1.65369 -2.58555 -1.53719
H 2.56343 -3.43928 -0.40422
H 0.20184 -3.78038 0.46469
H -1.68189 -2.10468 0.06901
H -0.77806 -2.43308 -1.49825
H 0.24574 -0.45362 -1.48180
H -2.93228 -0.32943 0.74772
H -4.87040 0.78879 -0.04910
H -3.00392 1.73684 -3.65108
H -0.96592 0.65225 -2.96554
H -0.91179 -1.44932 2.45908
H 0.65817 -1.46970 3.52878
H -0.11979 -2.88920 3.13044

The following is a DFT calculation (ωB97M-V with the def2-TZVPD basis set) of a structure of composition C17H23F2NO2Si2 in a non-equilibrium geometry.

Values from the calculation:
Spin multiplicity   1
E_LUMO   -0.82 eV
HOMO energy   -7.5 eV
Frontier orbital gap   6.67 eV

Element x y z (Å)
C 5.30485 1.13109 2.83049
C 4.89661 -0.02256 2.03437
Si 3.00978 -0.38632 1.92279
C 2.21460 1.16037 1.13004
C 0.61284 1.16531 1.07594
C -0.11329 0.64882 2.38551
N 0.26926 0.97099 3.76087
O -1.13741 -0.07402 2.23912
O 2.75261 -1.85806 1.05614
Si 1.56933 -2.84497 1.84306
H 5.39753 1.04561 3.96921
H 5.53571 2.14498 2.37613
H 5.70037 -0.66251 1.54476
H 2.48293 -0.50867 3.29129
H 2.57052 1.17652 0.03424
H 2.66307 2.10855 1.59565
H 0.19174 0.64328 0.14795
H 0.29974 2.26684 0.95334
H -0.16990 1.84666 4.08203
H -0.14749 0.21230 4.32771
H 1.81133 -3.07543 3.26752
H 1.45778 -4.15658 1.16469
H 0.27132 -2.19141 1.66652
F -1.03557 -4.60343 0.22821
C -1.67554 -4.18191 -0.87347
C -2.85349 -3.46442 -0.74263
C -3.51369 -3.02319 -1.88413
C -2.99407 -3.31363 -3.14296
C -1.81276 -4.03927 -3.26144
C -1.14592 -4.47159 -2.12038
H -3.24662 -3.25500 0.24510
H -4.43224 -2.45427 -1.79335
H -3.51229 -2.97262 -4.03301
H -1.41132 -4.26822 -4.24239
H -0.22035 -5.03007 -2.19337
F 0.53956 2.37293 -2.97169
C -0.54187 3.03148 -2.52474
C -1.50292 2.34693 -1.79887
C -2.62054 3.02918 -1.33121
C -2.76940 4.38640 -1.60424
C -1.79976 5.06253 -2.33873
C -0.67631 4.38311 -2.79733
H -1.37421 1.28888 -1.60327
H -3.37466 2.50427 -0.75553
H -3.64378 4.91723 -1.24286
H -1.91895 6.11857 -2.55409
H 0.09280 4.89531 -3.36303

> Look up the spin multiplicity of the third one.

1